# C30H33N2O

The ion C30H33N2O with charge +1 at a distorted geometry (ωB97M-V with the def2-TZVPD basis set, OMol25).

Element x y z (Å)
C: 2.1294 0.4776 4.0006
C: 1.2026 -0.6583 4.4637
C: 0.1836 -0.8867 3.3042
C: 0.1371 0.4721 2.6678
N: -0.9430 1.0362 2.1702
C: -2.2603 0.3603 2.2452
C: -3.3000 0.9863 1.3213
O: -3.2488 2.4125 1.3462
C: -2.0091 2.9076 0.8426
C: -0.7889 2.3989 1.5971
C: 1.3813 1.2505 2.8936
H: 2.3851 1.1617 4.8151
H: 3.0551 0.0437 3.6211
H: 1.7171 -1.5637 4.8020
H: 0.6251 -0.2809 5.3174
H: -0.7944 -1.0291 3.7868
H: -2.1530 -0.6990 1.9734
H: -2.6426 0.3839 3.2849
H: -3.1516 0.5763 0.2962
H: -4.3067 0.7368 1.6915
H: -1.8919 2.6498 -0.2299
H: -2.0847 3.9928 0.9878
H: -0.5607 3.1068 2.4097
H: 0.0629 2.4007 0.9016
H: 1.2102 2.2918 3.2187
H: 1.9520 1.3003 1.9493
C: 6.2961 -3.7150 4.5379
N: 5.4051 -4.4836 3.6901
C: 5.6702 -5.9100 3.6359
C: 4.2362 -3.9428 3.2100
C: 4.1852 -2.5788 2.8095
C: 2.9818 -2.0340 2.3705
C: 1.7862 -2.7433 2.5298
C: 0.4213 -2.0653 2.3679
C: -0.7643 -3.0132 2.6742
C: -1.6577 -3.0382 1.5945
C: -2.9401 -3.5719 1.7396
C: -3.3163 -4.0502 2.9971
C: -2.4018 -4.0820 4.0627
C: -1.1145 -3.5469 3.9098
C: -1.0564 -2.3097 0.4627
C: 0.1833 -1.7728 0.8622
C: 1.0369 -1.2240 -0.0853
C: 0.5430 -1.0335 -1.3860
C: -0.7779 -1.3646 -1.7112
C: -1.5780 -2.0638 -0.8044
C: 1.8593 -4.1138 2.7716
C: 3.0642 -4.7240 3.0905
H: 6.1192 -2.6436 4.3992
H: 6.1489 -3.9671 5.6026
H: 7.3315 -3.9550 4.2752
H: 5.4097 -6.3196 2.6505
H: 6.7460 -6.0630 3.7979
H: 5.1244 -6.4840 4.4054
H: 5.0994 -1.9755 2.8060
H: 2.9951 -1.0416 1.9068
H: -3.6101 -3.5854 0.8782
H: -4.3424 -4.3825 3.1711
H: -2.6904 -4.5138 5.0230
H: -0.4011 -3.5268 4.7363
H: 2.0633 -0.9509 0.1580
H: 1.2065 -0.5989 -2.1343
H: -1.1694 -1.0972 -2.6920
H: -2.5872 -2.4068 -1.0416
H: 0.9484 -4.7056 2.7221
H: 3.0638 -5.7963 3.2960

Summary:
- Relative energy (zero: lowest compared OMol25 entry of this formula, charge and spin): 0.000 eV
- SMILES: CN(C)c1ccc(C2([C@H]3CCCC3=[N+]3CCOCC3)c3ccccc3-c3ccccc32)cc1
- Spin multiplicity: 1
- Strongest force on any atom: 2.46 eV Å⁻¹
- Kohn-Sham gap: 0.233 Eh
- HOMO energy: -9.7 eV
- Total charge: +1



# C11H13BrSm

A structure of composition C11H13BrSm at a distorted geometry (ωB97M-V with the def2-TZVPD basis set, OMol25).

Element x y z (Å)
C: -1.1111 -0.8681 -1.7429
C: -1.1605 -1.8558 -0.7497
C: -1.8735 -1.3216 0.3515
H: -0.7001 -2.8258 -0.7887
C: -2.2777 -0.0156 0.0209
C: -1.7807 0.2857 -1.2550
H: -1.8998 1.2221 -1.7710
H: -0.6366 -0.9619 -2.7031
H: -2.0333 -1.8087 1.2946
H: -2.8128 0.6568 0.6627
Sm: 0.0637 -0.1091 0.0770
Br: 0.8710 -1.9530 1.6567
C: 2.0316 1.0346 0.4304
C: 1.2111 1.8020 -0.4323
C: 1.0487 1.0764 -1.6206
H: 0.7580 2.7461 -0.1921
C: 1.7550 -0.1491 -1.4921
C: 2.3862 -0.1495 -0.2397
H: 2.9799 -0.9458 0.1650
H: 2.2934 1.2869 1.4404
H: 0.4788 1.3889 -2.4768
H: 1.8100 -0.9357 -2.2238
C: -0.2797 0.5326 2.5861
H: -1.2933 0.0918 2.5849
H: 0.6914 1.0133 2.7722
H: -0.5195 0.7619 3.6443

Summary:
- Expectation value of S²: 8.768
- Spin multiplicity: 6
- Strongest force on any atom: 9.07 eV Å⁻¹
- Kohn-Sham gap (alpha / beta): 0.158 / 0.162 Eh
- HOMO energy (alpha / beta): -1.6 / -1.7 eV
- Total charge: -1



# C40H45N7SSb3Sc

A structure of composition C40H45N7SSb3Sc (ωB97M-V with the def2-TZVPD basis set, OMol25).

Element x y z (Å)
Sc: 0.0962 0.3660 0.3428
C: -1.2822 -1.3083 4.4151
C: -1.1031 -0.9337 2.9814
N: 0.0374 -0.7295 2.4181
N: 1.1828 -0.8512 3.1572
C: 2.3935 -0.7091 2.5622
N: 3.4571 -0.9842 3.3023
S: 2.5824 -0.2288 0.9447
C: -2.2720 -0.7804 2.0740
C: -3.5412 -1.2066 2.4295
C: -4.5907 -1.0262 1.5371
C: -4.3436 -0.4271 0.3156
C: -3.0445 -0.0526 0.0159
N: -2.0296 -0.2296 0.8675
H: -0.6336 -0.7122 5.0608
H: -2.2945 -1.1296 4.7603
H: -1.0494 -2.3681 4.5528
H: 1.1145 -1.1480 4.1251
H: 3.3887 -1.0947 4.3035
H: 4.3626 -0.6997 2.9570
H: -3.7123 -1.6774 3.3837
H: -5.5880 -1.3478 1.8020
H: -5.1315 -0.2514 -0.4011
H: -2.8051 0.4112 -0.9353
C: -0.5324 4.5087 -0.1948
Sb: 0.9167 3.1333 -0.9000
C: 2.6501 3.9025 0.0501
C: 1.0718 3.9820 -2.8536
C: -0.2233 3.8110 -3.5961
C: -1.1118 4.8818 -3.6637
C: -2.3250 4.7737 -4.3222
C: -2.6627 3.5805 -4.9444
C: -1.7864 2.5101 -4.8877
C: -0.5731 2.6016 -4.2095
C: 0.3474 1.4186 -4.1897
Sb: -0.1521 -0.1004 -2.7678
C: -1.9124 -0.8317 -3.6888
C: 1.2433 -1.5317 -3.4927
H: -0.1169 5.5121 -0.2766
H: -0.7802 4.2965 0.8408
H: -1.4277 4.4402 -0.8097
H: 2.9697 4.7901 -0.4943
H: 3.4541 3.1702 0.0608
H: 2.4067 4.1819 1.0736
H: 1.9320 3.5702 -3.3766
H: 1.2720 5.0373 -2.6687
H: -0.8348 5.8221 -3.2053
H: -2.9902 5.6235 -4.3684
H: -3.5902 3.4929 -5.4920
H: -2.0309 1.5943 -5.4116
H: 1.3861 1.6850 -4.0037
H: 0.3204 0.8801 -5.1402
H: -1.6585 -1.1003 -4.7137
H: -2.6760 -0.0563 -3.6987
H: -2.2761 -1.7115 -3.1603
H: 1.0754 -1.6159 -4.5669
H: 1.1094 -2.5066 -3.0362
H: 2.2597 -1.1877 -3.3127
N: 0.0707 1.9229 1.7260
C: 0.8046 2.3303 2.5637
N: 1.4865 2.8030 3.4884
C: 2.4633 2.1839 4.1200
N: 3.2992 1.6209 4.6785
C: -0.8510 -5.1216 4.1510
C: 0.4303 -4.6895 3.8278
C: 0.6567 -4.0300 2.6280
C: -0.3886 -3.7988 1.7301
C: -1.6619 -4.2532 2.0545
C: -1.8931 -4.9052 3.2626
Sb: 0.0918 -2.7805 -0.0811
C: 1.8455 -3.8539 -0.5174
C: 2.9796 -3.2235 -1.0190
C: 4.1156 -3.9606 -1.3240
C: 4.1205 -5.3330 -1.1254
C: 2.9946 -5.9692 -0.6205
C: 1.8591 -5.2344 -0.3156
C: -1.2807 -3.6589 -1.4234
C: -2.6445 -3.4072 -1.2735
C: -3.5654 -3.9468 -2.1595
C: -3.1252 -4.7318 -3.2169
C: -1.7711 -4.9812 -3.3774
C: -0.8492 -4.4526 -2.4822
H: -1.0282 -5.6486 5.0779
H: 1.2551 -4.8954 4.4968
H: 1.6730 -3.7457 2.3695
H: -2.4864 -4.1382 1.3622
H: -2.8835 -5.2721 3.4940
H: 2.9945 -2.1512 -1.1683
H: 4.9942 -3.4657 -1.7123
H: 5.0030 -5.9102 -1.3622
H: 3.0011 -7.0387 -0.4657
H: 0.9885 -5.7464 0.0775
H: -3.0057 -2.7813 -0.4638
H: -4.6219 -3.7563 -2.0294
H: -3.8378 -5.1541 -3.9109
H: -1.4288 -5.5994 -4.1957
H: 0.2024 -4.6802 -2.6103

Summary:
- Relative energy (zero: lowest compared OMol25 entry of this formula, charge and spin): 0.186 eV
- Spin multiplicity: 1
- Strongest force on any atom: 0.68 eV Å⁻¹
- Kohn-Sham gap: 0.243 Eh
- HOMO energy: -12.9 eV
- Total charge: +2



# C14H42N2O8

A cluster of 6 separate species, C14H42N2O8 in total at a distorted geometry (ωB97M-V with the def2-TZVPD basis set, OMol25).

Element x y z (Å)
C: -4.3287 -2.0010 -1.0552
O: -3.8681 -0.6391 -0.9163
C: -3.5689 -0.2367 0.4380
C: -3.1153 1.1871 0.4560
N: -1.7841 1.2502 -0.0915
C: -1.3326 2.6154 -0.3053
C: 0.1078 2.5563 -0.8353
O: 1.0048 2.2636 0.1811
C: 2.3064 2.4041 -0.2805
H: -5.2423 -2.2824 -0.5316
H: -3.5062 -2.5465 -0.5926
H: -4.2957 -2.3699 -2.0804
H: -2.7537 -0.7797 0.9163
H: -4.4554 -0.4329 1.0410
H: -3.2417 1.4253 1.5122
H: -3.8729 1.6769 -0.1558
H: -1.0714 0.8373 0.4930
H: -1.2853 3.1616 0.6367
H: -1.8674 3.2442 -1.0172
H: 0.3070 3.5638 -1.2006
H: 0.1299 1.8335 -1.6508
H: 2.5170 1.6822 -1.0695
H: 2.9840 2.1769 0.5425
H: 2.4903 3.4364 -0.5781
C: 4.5551 -2.8570 -0.1766
O: 3.7359 -2.0743 -0.9617
C: 2.6485 -1.5699 -0.2003
C: 1.5544 -0.9787 -1.0691
N: 0.6831 -1.9719 -1.7369
C: 1.3401 -2.6160 -2.9325
C: 0.4908 -3.7057 -3.6101
O: -0.5456 -3.1017 -4.3400
C: -1.6109 -4.0194 -4.5315
H: 5.1867 -3.4872 -0.8028
H: 3.9782 -3.5587 0.4259
H: 5.1700 -2.2929 0.5246
H: 2.8894 -0.7355 0.4584
H: 2.2640 -2.3558 0.4498
H: 1.9962 -0.2299 -1.7264
H: 0.8712 -0.4264 -0.4239
H: -0.1719 -1.5754 -2.1003
H: 2.2803 -3.0756 -2.6276
H: 1.6884 -1.9357 -3.7097
H: 0.0959 -4.3185 -2.7999
H: 1.0610 -4.3332 -4.2952
H: -2.3360 -3.5514 -5.1972
H: -2.1367 -4.2492 -3.6048
H: -1.2948 -4.9633 -4.9756
O: 2.7053 -0.0476 3.2616
H: 3.4987 0.2785 3.6863
H: 2.7972 -1.0001 3.2804
O: 0.3123 0.4703 1.8780
H: 0.6128 1.2086 1.3481
H: 1.0700 0.2350 2.4135
O: -1.3361 -0.3947 3.8829
H: -0.9755 -0.0898 3.0504
H: -0.8912 -1.2261 4.0471
C: -0.5825 3.4864 3.6292
C: -0.1998 4.9031 3.0593
O: -1.3688 5.7499 2.8777
H: -1.3566 3.0132 3.0250
H: -1.0255 3.6032 4.6182
H: 0.3042 2.8526 3.6342
H: 0.2533 4.8624 2.0688
H: 0.5721 5.4148 3.6341
H: -1.0411 6.6370 2.7126

Summary:
- Expectation value of S²: 0.755
- Spin multiplicity: 2
- Strongest force on any atom: 4.49 eV Å⁻¹
- Kohn-Sham gap (alpha / beta): 0.340 / 0.135 Eh
- HOMO energy (alpha / beta): -11.4 / -11.4 eV
- Total charge: +1



# C5H2BrNO

The molecule C5H2BrNO at a distorted geometry (ωB97M-V with the def2-TZVPD basis set, OMol25).

Element x y z (Å)
C: 0.5958 0.4115 1.5280
C: 0.7614 1.2870 0.5749
C: 0.0483 -0.7551 1.2735
C: -0.3046 -0.2617 -1.1579
C: -0.3335 -1.1099 -0.1827
N: 0.4749 1.8342 -0.4258
O: 0.2318 2.7201 -1.1962
Br: -0.9422 -2.8898 -0.4292
H: 0.0653 -1.5011 2.0128
H: -0.5973 0.2648 -1.9972

Summary:
- Relative energy (zero: lowest compared OMol25 entry of this formula, charge and spin): 2.261 eV
- Spin multiplicity: 1
- Strongest force on any atom: 1.75 eV Å⁻¹
- Kohn-Sham gap (alpha / beta): 0.307 / 0.251 Eh
- HOMO energy (alpha / beta): -9.4 / -8.9 eV
- Total charge: 0



# C8H18O3P

The ion C8H18O3P with charge +1 at a distorted geometry (ωB97M-V with the def2-TZVPD basis set, OMol25).

Element x y z (Å)
C: 0.1727 -1.0505 0.7611
C: 0.1022 -1.1072 -0.7646
C: 1.6026 -0.7776 1.2002
C: -0.2707 -2.3806 1.3469
C: -1.1154 -1.6533 -1.4634
C: 1.3427 -1.4902 -1.5012
C: 0.7007 3.5400 0.2783
C: -2.2047 2.2388 0.0254
O: -0.6934 -0.0159 1.1696
O: -0.0274 0.8469 -1.0318
O: 0.3268 2.3796 1.0267
P: -0.6077 1.2987 0.2718
H: 1.6477 -0.2953 2.2353
H: 2.1486 -0.0170 0.5465
H: 2.1829 -1.6385 1.0553
H: -1.2833 -2.5026 1.2616
H: 0.0222 -2.3318 2.4392
H: 0.2283 -3.2855 0.9947
H: -1.4853 -2.5317 -0.9038
H: -0.8814 -1.9262 -2.4818
H: -1.8816 -0.9368 -1.4759
H: 2.1432 -0.7583 -1.3612
H: 1.2998 -1.4892 -2.5947
H: 1.6518 -2.5584 -1.4098
H: -0.1420 4.1989 0.0034
H: 1.2062 3.1512 -0.7331
H: 1.3541 4.0088 0.9883
H: -2.0533 3.2337 0.0265
H: -2.7601 2.0062 0.9475
H: -2.7264 1.8436 -0.8571

Summary:
- Relative energy (zero: lowest compared OMol25 entry of this formula, charge and spin): 0.000 eV
- Spin multiplicity: 1
- Strongest force on any atom: 5.36 eV Å⁻¹
- Kohn-Sham gap: 0.403 Eh
- HOMO energy: -15.0 eV
- Total charge: +1



# C36H107N9O13

A cluster of 13 separate species, C36H107N9O13 in total at a distorted geometry (ωB97M-V with the def2-TZVPD basis set, OMol25).

Element x y z (Å)
O: -6.1252 0.9023 2.1582
H: -5.9021 0.0323 1.8273
H: -5.8407 1.5017 1.4682
O: 2.9760 -2.3864 4.2970
H: 2.0893 -2.7388 4.2216
H: 3.0110 -1.6837 3.6480
O: -0.0071 -2.9737 3.7426
H: -0.1709 -2.1992 4.2806
H: 0.2070 -2.6242 2.8776
O: -4.6886 -1.4648 -0.4291
H: -4.7506 -1.6450 0.5089
H: -5.5952 -1.3414 -0.7103
C: 6.8377 -5.5233 1.3702
C: 5.9124 -5.8656 2.6070
C: 4.6241 -6.5706 2.0661
O: 3.9366 -5.5097 1.4518
C: 3.2639 -5.8657 0.2147
N: 6.6603 -6.5743 3.5899
H: 7.1782 -4.5126 1.5957
H: 6.3239 -5.6130 0.4131
H: 7.7436 -6.1188 1.4834
H: 5.6788 -4.9606 3.1678
H: 4.0565 -7.0426 2.8681
H: 4.9493 -7.3970 1.4341
H: 2.4314 -6.5489 0.3827
H: 3.9067 -6.5096 -0.3855
H: 2.8048 -5.1022 -0.4133
H: 7.5693 -6.1518 3.7141
H: 6.2312 -6.5511 4.5039
C: 1.2983 3.8798 -2.0923
C: 0.7002 4.9573 -2.9908
C: 0.0131 6.1094 -2.2526
O: -0.7275 5.8605 -0.9898
C: -1.9257 5.2028 -1.0101
N: 1.7917 5.3940 -3.8413
H: 1.8105 3.1582 -2.7288
H: 0.4779 3.3658 -1.5915
H: 2.0203 4.3926 -1.4568
H: -0.0725 4.4935 -3.6039
H: -0.5869 6.7458 -2.9030
H: 0.7816 6.8394 -1.9984
H: -1.8047 4.1231 -1.0983
H: -2.5035 5.5265 -1.8758
H: -2.6086 5.4646 -0.2019
H: 2.5728 5.6725 -3.2647
H: 2.0900 4.5714 -4.3458
C: -1.4950 1.9799 -3.6650
C: -2.4951 2.0093 -4.8661
C: -2.3028 3.3312 -5.7129
O: -2.7918 4.5062 -5.0501
C: -2.2352 5.7042 -5.5380
N: -2.0817 0.8669 -5.7157
H: -0.4737 2.2469 -3.9365
H: -1.3567 0.9856 -3.2402
H: -1.9145 2.5752 -2.8540
H: -3.4823 1.8496 -4.4324
H: -2.6858 3.3025 -6.7330
H: -1.2294 3.4536 -5.8574
H: -2.7136 5.7335 -6.5170
H: -1.1512 5.8017 -5.4790
H: -2.7387 6.5967 -5.1665
H: -2.4210 1.1304 -6.6298
H: -1.1139 0.6716 -5.9285
C: 4.7756 -5.8103 -3.7667
C: 3.9403 -4.7200 -4.4822
C: 2.7983 -4.4133 -3.5145
O: 1.8505 -5.5482 -3.4709
C: 0.5332 -5.2484 -2.9580
N: 4.8081 -3.5727 -4.6805
H: 4.3440 -6.8108 -3.7405
H: 4.8668 -5.5824 -2.7047
H: 5.7432 -5.8228 -4.2683
H: 3.3573 -5.0732 -5.3328
H: 2.1575 -3.6132 -3.8850
H: 2.9912 -4.0353 -2.5105
H: -0.1173 -6.1088 -2.8008
H: -0.1057 -4.5285 -3.4695
H: 0.5717 -4.7685 -1.9801
H: 4.2784 -2.8015 -5.0612
H: 5.4631 -3.8771 -5.3865
C: 3.8540 -0.4537 -2.0205
C: 5.3504 -0.6737 -1.9890
C: 5.7486 -1.5383 -0.8095
O: 5.7009 -0.8819 0.4529
C: 6.1534 -1.5282 1.5730
N: 5.9264 -1.0991 -3.2927
H: 3.6189 0.1675 -1.1562
H: 3.3558 -1.4073 -1.8458
H: 3.4727 0.0835 -2.8889
H: 5.7409 0.3172 -1.7572
H: 6.7587 -1.8596 -1.0638
H: 5.0469 -2.3642 -0.9261
H: 5.4472 -2.3570 1.6229
H: 6.0124 -0.8175 2.3874
H: 7.1731 -1.9133 1.5723
H: 5.7361 -2.0877 -3.3739
H: 5.4417 -0.8127 -4.1313
C: 1.3179 -2.4006 -0.3061
C: 0.7689 -1.2025 0.4180
C: -0.7304 -0.8959 0.1093
O: -1.0051 0.4267 0.6437
C: -2.2931 0.9373 0.3685
N: 1.1889 -1.1180 1.8675
H: 0.7043 -3.2991 -0.3717
H: 2.2558 -2.7898 0.0901
H: 1.4831 -2.1395 -1.3514
H: 1.3333 -0.3488 0.0429
H: -1.3225 -1.6050 0.6877
H: -0.7971 -0.7755 -0.9720
H: -3.1760 0.3883 0.6958
H: -2.4504 0.8890 -0.7090
H: -2.3117 1.9513 0.7679
H: 2.1984 -1.0945 1.8881
H: 0.7944 -0.4256 2.4880
C: -8.3231 2.4254 -0.2806
C: -7.3067 3.0053 -1.1895
C: -5.9101 2.2369 -1.1720
O: -5.0973 2.3552 -0.0123
C: -4.8801 3.7046 0.2421
N: -7.9360 3.1149 -2.5344
H: -8.4250 1.3402 -0.2788
H: -9.3123 2.8171 -0.5175
H: -8.1763 2.6215 0.7815
H: -7.1122 3.9821 -0.7465
H: -5.2595 2.3904 -2.0329
H: -6.0832 1.1885 -1.4146
H: -5.5949 4.0987 0.9646
H: -4.5493 4.3307 -0.5865
H: -4.0170 3.5158 0.8804
H: -7.2489 3.5264 -3.1498
H: -8.0186 2.2547 -3.0574
C: -3.3564 -3.7015 3.2613
C: -3.9938 -2.4377 4.0168
C: -3.1122 -2.0593 5.1907
O: -1.7833 -1.4463 4.9042
C: -1.1083 -0.9761 6.0208
N: -4.1876 -1.3818 3.0092
H: -4.0478 -3.9825 2.4669
H: -3.0510 -4.5611 3.8580
H: -2.4959 -3.4447 2.6434
H: -4.9458 -2.7002 4.4784
H: -2.7949 -2.9332 5.7597
H: -3.7561 -1.4809 5.8532
H: -1.1320 -1.7785 6.7581
H: -1.5568 -0.0692 6.4265
H: -0.0683 -0.6823 5.8779
H: -3.2202 -1.3308 2.7233
H: -4.2570 -0.5035 3.5032
C: -0.5031 5.0860 6.6736
C: -0.4968 5.6423 5.2378
C: -1.1043 4.7594 4.1962
O: -0.2235 3.6433 3.9696
C: -0.7834 2.7828 2.9964
N: -1.1070 6.9335 5.2772
H: 0.1459 4.2103 6.6804
H: -1.4565 4.7024 7.0368
H: -0.0227 5.7949 7.3480
H: 0.4694 5.9206 4.8171
H: -1.1725 5.3900 3.3097
H: -2.1672 4.6583 4.4158
H: -0.1000 2.0579 2.5540
H: -1.0115 3.4749 2.1858
H: -1.6084 2.1213 3.2609
H: -0.8290 7.4023 4.4269
H: -0.6212 7.5802 5.8822

Summary:
- Expectation value of S²: 0.755
- Relative energy (zero: lowest compared OMol25 entry of this formula, charge and spin): 2.132 eV
- Spin multiplicity: 2
- Strongest force on any atom: 3.62 eV Å⁻¹
- Kohn-Sham gap (alpha / beta): 0.283 / 0.086 Eh
- HOMO energy (alpha / beta): -10.6 / -10.6 eV
- Total charge: +1



# CH4N2O2

A structure of composition CH4N2O2 at a distorted geometry (ωB97M-V with the def2-TZVPD basis set, OMol25).

Element x y z (Å)
N: -0.7587 -1.0555 -0.0058
N: 0.5306 -1.2734 -0.2350
C: 0.2053 1.2348 0.0865
O: -1.0233 0.0771 0.6824
O: 0.8849 1.8161 0.8636
H: -1.3200 -1.1096 -0.8602
H: 0.9900 -1.3032 0.6788
H: 0.8412 -0.0850 -0.4458
H: -0.3499 1.6987 -0.7644

Summary:
- Relative energy (zero: lowest compared OMol25 entry of this formula, charge and spin): 4.990 eV
- Spin multiplicity: 1
- Strongest force on any atom: 2.64 eV Å⁻¹
- Kohn-Sham gap (alpha / beta): 0.306 / 0.306 Eh
- HOMO energy (alpha / beta): -9.1 / -9.1 eV
- Total charge: 0